1.
The following is a DFT calculation (the ωB97M-V functional and the def2-TZVPD basis) of 2 unconnected molecules or ions with the total composition C3H2NOS2 in a non-equilibrium geometry.

```
9
Properties=species:S:1:pos:R:3
C 1.45196 -0.28172 0.01738
C 1.02946 1.09860 0.29785
C -1.35300 -0.59990 -0.24973
N 1.91319 -1.33027 -0.11830
O 1.47330 1.89787 -0.56502
S -2.91395 -0.85035 -0.30839
S -0.10857 1.16042 1.39257
H -0.60957 -1.22894 0.38765
H -0.88281 0.13429 -0.85400
```

Calculated values
Max |F| ... 0.1006 hartree/bohr
Energy above the lowest of the compared OMol25 structures with the same formula, charge and spin ... 240.00 kJ/mol
Net charge ... -1
HOMO level ... -4.722 eV
2S+1 ... 1



2.
The following is a DFT calculation (the ωB97M-V functional and the def2-TZVPD basis) of a molecular structure, C3H2O2Pd in a non-equilibrium geometry.

```
8
Properties=species:S:1:pos:R:3
O -0.09442 -0.75629 -0.87746
O -0.16662 -0.04848 1.11478
C 0.37172 0.53411 -0.91292
C 0.29246 0.99687 0.34296
C -0.32563 -1.10177 0.36354
H 0.69816 1.86222 0.85530
Pd -0.85144 -2.66971 0.87083
H 0.07576 1.18306 -1.75704
```

Calculated values
Max |F| ... 0.1039 hartree/bohr
Energy above the lowest of the compared OMol25 structures with the same formula, charge and spin ... 0.00 kJ/mol
⟨S²⟩ ... 2.0130
Net charge ... +2
HOMO level (alpha / beta) ... -20.515 / -21.605 eV
2S+1 ... 3



3.
The following is a DFT calculation (the ωB97M-V functional and the def2-TZVPD basis) of a molecular structure, C3H2O2Pr in a non-equilibrium geometry.

```
8
Properties=species:S:1:pos:R:3
H -0.08839 -3.16034 0.12502
O 0.25866 1.96653 -0.35381
H 0.39955 2.86425 -0.02518
C -0.59533 -2.21432 -0.05259
C -0.23720 -0.97724 -0.17309
O -0.93886 0.33650 0.44243
C -0.92059 1.55583 0.01763
Pr 2.12215 -0.37122 0.01958
```

Calculated values
Max |F| ... 0.0952 hartree/bohr
Energy above the lowest of the compared OMol25 structures with the same formula, charge and spin ... 180.40 kJ/mol
⟨S²⟩ ... 3.7737
Net charge ... +2
HOMO level (alpha / beta) ... -17.003 / -17.839 eV
2S+1 ... 4



4.
The following is a DFT calculation (the ωB97M-V functional and the def2-TZVPD basis) of a molecular structure, C3H2O2Sm in a non-equilibrium geometry.

```
8
Properties=species:S:1:pos:R:3
O 1.27507 -0.76098 0.20374
C 0.02317 -1.00057 -0.00187
C -0.97752 -0.09217 -0.16624
O -0.83802 1.25821 0.24300
C 0.21441 1.87816 -0.00089
Sm 2.57089 1.08477 0.36008
H -0.27040 -2.04550 -0.18535
H -1.99761 -0.32194 -0.45248
```

Calculated values
Max |F| ... 0.0360 hartree/bohr
Energy above the lowest of the compared OMol25 structures with the same formula, charge and spin ... 85.83 kJ/mol
⟨S²⟩ ... 15.7661
Net charge ... +1
HOMO level (alpha / beta) ... -12.090 / -12.377 eV
2S+1 ... 8



5.
The following is a DFT calculation (the ωB97M-V functional and the def2-TZVPD basis) of a molecular structure, C3H2O2Sn in a non-equilibrium geometry.

```
8
Properties=species:S:1:pos:R:3
O 1.78309 -1.24512 0.29206
C 0.59589 -1.05588 0.14984
C -0.10713 0.21661 0.66977
H 0.23303 0.75052 1.56100
C -0.53285 0.87548 -0.57116
O -1.46713 0.28637 0.24827
H -0.08572 -1.84388 -0.24558
Sn -0.41919 2.01590 -2.10419
```

Calculated values
Max |F| ... 0.1151 hartree/bohr
⟨S²⟩ ... 0.7533
Net charge ... +1
HOMO level (alpha / beta) ... -14.307 / -14.450 eV
2S+1 ... 2



6.
The following is a DFT calculation (the ωB97M-V functional and the def2-TZVPD basis) of a molecular structure, C3H2O2Tb in a non-equilibrium geometry.

```
8
Properties=species:S:1:pos:R:3
H 0.11366 0.06449 -2.66496
C -0.15753 0.30226 -1.64710
C -0.58251 0.76130 -0.57586
Tb -2.08223 2.19552 0.68177
O 2.01906 -1.56213 -1.05153
H 2.85590 -1.59746 -1.57257
O 1.68497 -0.99071 1.11275
C 2.05883 -1.54479 0.18346
```

Calculated values
Max |F| ... 0.0885 hartree/bohr
Energy above the lowest of the compared OMol25 structures with the same formula, charge and spin ... 0.00 kJ/mol
⟨S²⟩ ... 12.7244
Net charge ... +3
HOMO level (alpha / beta) ... -22.457 / -22.544 eV
2S+1 ... 7



7.
The following is a DFT calculation (the ωB97M-V functional and the def2-TZVPD basis) of a molecular structure, C3H2O2Y in a non-equilibrium geometry.

```
8
Properties=species:S:1:pos:R:3
H -1.75951 1.00103 -1.12739
O 0.95494 0.50918 0.00388
O 0.18466 -1.44106 0.03071
C 0.34576 0.30426 1.26691
C 0.14888 -1.04613 1.40840
C 0.54042 -0.45313 -0.77000
H 0.69122 1.00441 2.02514
Y -1.10637 0.12145 -2.83766
```

Calculated values
Max |F| ... 0.0750 hartree/bohr
Energy above the lowest of the compared OMol25 structures with the same formula, charge and spin ... 350.23 kJ/mol
Net charge ... +1
HOMO level (alpha / beta) ... -11.093 / -11.093 eV
2S+1 ... 1



8.
The following is a DFT calculation (the ωB97M-V functional and the def2-TZVPD basis) of a molecular structure, C3H2O2Zn in a non-equilibrium geometry.

```
8
Properties=species:S:1:pos:R:3
H 0.00098 -2.04480 0.40670
O -0.43192 -0.27903 1.48967
O -0.82017 2.21579 0.00777
C -0.32215 -0.99350 0.43298
C -0.43573 -0.15913 -0.70757
C -0.66475 1.07350 -0.11350
H -0.64982 -0.39912 -1.74586
Zn 3.32355 0.58629 0.22981
```

Calculated values
Max |F| ... 0.0530 hartree/bohr
Energy above the lowest of the compared OMol25 structures with the same formula, charge and spin ... 0.00 kJ/mol
HOMO level ... -8.557 eV
2S+1 ... 1



9.
The following is a DFT calculation (the ωB97M-V functional and the def2-TZVPD basis) of C3H2O3 in the gas phase.

```
8
Properties=species:S:1:pos:R:3
O -2.19759 0.15417 0.74642
C -1.00821 0.32403 0.79364
C -0.15370 0.22278 -0.47759
O -0.51072 0.65668 -1.54475
C 1.19186 -0.48014 -0.32313
O 1.55238 -0.90142 0.74784
H -0.46162 0.55170 1.72801
H 1.78201 -0.57067 -1.25532
```

Calculated values
Max |F| ... 0.0130 hartree/bohr
Energy above the lowest of the compared OMol25 structures with the same formula, charge and spin ... 151.67 kJ/mol
HOMO level ... -10.029 eV
2S+1 ... 1



10.
The following is a DFT calculation (the ωB97M-V functional and the def2-TZVPD basis) of 2 unconnected molecules or ions with the total composition C3H2O3 in a non-equilibrium geometry.

```
8
Properties=species:S:1:pos:R:3
C 1.21275 -3.39881 1.47112
C -0.71519 -1.24655 0.00679
C 0.76693 -0.95288 -0.04579
O 1.95473 -3.09838 2.30193
O 0.40853 -3.65729 0.71157
O 0.05788 -0.38502 0.78257
H -1.41194 -0.68753 -0.67391
H -1.08345 -2.16355 0.62293
```

Calculated values
Max |F| ... 0.0894 hartree/bohr
Energy above the lowest of the compared OMol25 structures with the same formula, charge and spin ... 304.17 kJ/mol
HOMO level ... -9.900 eV
2S+1 ... 1



11.
The following is a DFT calculation (the ωB97M-V functional and the def2-TZVPD basis) of C3H2O3 in the gas phase in a non-equilibrium geometry.

```
8
Properties=species:S:1:pos:R:3
O -2.34665 0.61430 0.22562
C -1.24637 0.58815 0.70942
C -0.03529 0.06819 -0.13882
O 0.16158 0.75392 -1.12104
C 1.19745 -0.87723 -0.32621
O 2.27425 -0.67034 0.15860
H -1.02618 1.07584 1.67672
H 1.02122 -1.55283 -1.18430
```

Calculated values
Max |F| ... 0.0268 hartree/bohr
Energy above the lowest of the compared OMol25 structures with the same formula, charge and spin ... 240.91 kJ/mol
HOMO level ... -9.923 eV
2S+1 ... 1



12.
The following is a DFT calculation (the ωB97M-V functional and the def2-TZVPD basis) of C3H2O3S in the gas phase in a non-equilibrium geometry.

```
9
Properties=species:S:1:pos:R:3
O -2.00504 0.94379 -0.71428
C -1.05064 1.24045 -0.01502
C 0.15622 0.35191 0.12538
S 1.46830 0.92544 0.93947
C 0.08921 -1.10628 -0.27944
O 1.02894 -1.80088 -0.11233
O -1.01746 -1.53193 -0.88350
H -1.03651 2.18605 0.56179
H -1.67670 -0.79743 -0.89793
```

Calculated values
Max |F| ... 0.0405 hartree/bohr
Energy above the lowest of the compared OMol25 structures with the same formula, charge and spin ... 154.48 kJ/mol
HOMO level ... -10.129 eV
2S+1 ... 1



13.
The following is a DFT calculation (the ωB97M-V functional and the def2-TZVPD basis) of a molecular structure, C3H2O3Tb in a non-equilibrium geometry.

```
9
Properties=species:S:1:pos:R:3
C 0.61931 -2.00868 -0.67420
C 1.02961 -0.86247 -0.97259
O 0.81091 0.36034 -0.71437
C -0.49260 0.81252 0.38057
O -1.14712 -0.17038 0.74255
O -0.45879 1.93174 0.82270
H 0.73342 -3.03779 -0.98301
Tb -0.44152 4.26650 1.01959
H -0.65323 -1.29176 0.37875
```

Calculated values
Max |F| ... 0.1433 hartree/bohr
Energy above the lowest of the compared OMol25 structures with the same formula, charge and spin ... 228.30 kJ/mol
⟨S²⟩ ... 13.0277
Net charge ... +3
HOMO level (alpha / beta) ... -24.661 / -22.311 eV
2S+1 ... 7



14.
The following is a DFT calculation (the ωB97M-V functional and the def2-TZVPD basis) of a molecular structure, C3H2O4 in a non-equilibrium geometry.

```
9
Properties=species:S:1:pos:R:3
C -1.03384 0.00089 0.16200
C 0.10757 0.62635 -0.18469
C 1.52949 -0.00872 -0.07352
H -2.24017 -1.44627 -0.40547
H 2.39904 0.76643 -0.14842
O -1.65421 -0.51619 -0.92313
O -1.50127 -0.01093 1.30544
O 0.43473 1.78301 -0.02713
O 1.95866 -1.19455 0.29494
```

Calculated values
Max |F| ... 0.1883 hartree/bohr
Energy above the lowest of the compared OMol25 structures with the same formula, charge and spin ... 373.69 kJ/mol
HOMO level ... -10.625 eV
2S+1 ... 1



15.
The following is a DFT calculation (the ωB97M-V functional and the def2-TZVPD basis) of a molecular structure, C3H2O4 in a non-equilibrium geometry.

```
9
Properties=species:S:1:pos:R:3
C -0.63276 -0.27815 0.27022
C 0.62279 0.76500 0.56333
C 1.18369 -0.43883 -0.48544
O 0.10846 -1.24572 -0.62609
O 1.69509 -0.26234 0.80511
O 1.10175 0.79166 -0.85449
O -1.66992 0.27426 -0.29945
H -0.98955 -0.79046 1.08278
H -1.41955 1.18457 -0.45596
```

Calculated values
Max |F| ... 0.0717 hartree/bohr
Energy above the lowest of the compared OMol25 structures with the same formula, charge and spin ... 624.86 kJ/mol
HOMO level (alpha / beta) ... -9.982 / -9.982 eV
2S+1 ... 1



16.
The following is a DFT calculation (the ωB97M-V functional and the def2-TZVPD basis) of 2 unconnected molecules or ions with the total composition C3H2O4 in a non-equilibrium geometry.

```
9
Properties=species:S:1:pos:R:3
O 0.61491 2.09327 0.89378
C 0.37946 1.31351 0.05270
C -1.01727 0.76021 -0.24110
O -1.33258 -0.15341 -0.89063
H 1.08261 0.74265 -0.56489
H -1.75175 1.50168 0.30128
O 1.58013 -1.51147 -0.28155
C 0.69548 -2.13048 0.14407
O -0.25099 -2.61596 0.58635
```

Calculated values
Max |F| ... 0.1121 hartree/bohr
Energy above the lowest of the compared OMol25 structures with the same formula, charge and spin ... 64.60 kJ/mol
HOMO level ... -10.008 eV
2S+1 ... 1



17.
The following is a DFT calculation (the ωB97M-V functional and the def2-TZVPD basis) of a molecular structure, C3H2OS in a non-equilibrium geometry.

```
7
Properties=species:S:1:pos:R:3
C 1.19371 0.73613 -0.04171
C 1.02109 -0.57254 -0.04025
C -0.35217 -0.44521 0.18095
O -2.92552 -0.48593 -0.06304
S -1.75975 0.37873 0.04534
H 1.24303 1.82729 -0.02297
H 1.57961 -1.43847 -0.05833
```

Calculated values
Max |F| ... 0.0999 hartree/bohr
Energy above the lowest of the compared OMol25 structures with the same formula, charge and spin ... 226.72 kJ/mol
⟨S²⟩ ... 2.0173
HOMO level (alpha / beta) ... -6.908 / -9.168 eV
2S+1 ... 3



18.
The following is a DFT calculation (the ωB97M-V functional and the def2-TZVPD basis) of C3H2OS2 in the gas phase in a non-equilibrium geometry.

```
8
Properties=species:S:1:pos:R:3
O -0.95877 1.88609 0.14206
C 0.09360 1.37254 -0.08898
C 0.59847 -0.01251 0.02905
S 2.17754 -0.32023 -0.03450
C -0.27829 -1.19442 0.13557
S -1.92388 -0.68715 -0.08400
H 0.97108 2.14654 -0.20955
H 0.15782 -2.11083 0.51524
```

Calculated values
Max |F| ... 0.1047 hartree/bohr
Energy above the lowest of the compared OMol25 structures with the same formula, charge and spin ... 270.12 kJ/mol
HOMO level ... -8.914 eV
2S+1 ... 1



19.
The following is a DFT calculation (the ωB97M-V functional and the def2-TZVPD basis) of a molecular structure, C3H2S2 in a non-equilibrium geometry.

```
7
Properties=species:S:1:pos:R:3
C 0.24104 0.47367 -0.57653
C 0.38620 -0.33809 0.66330
C -0.97927 -0.35694 -0.23582
S -0.22347 -1.95742 0.13242
S -0.48037 0.36570 1.88185
H 0.16466 1.52518 -0.27680
H 0.89122 0.28791 -1.58841
```

Calculated values
Max |F| ... 0.0636 hartree/bohr
Energy above the lowest of the compared OMol25 structures with the same formula, charge and spin ... 254.18 kJ/mol
HOMO level ... -9.159 eV
2S+1 ... 1



20.
The following is a DFT calculation (the ωB97M-V functional and the def2-TZVPD basis) of 13 unconnected molecules or ions with the total composition C3H30NO15 in a non-equilibrium geometry.

```
49
Properties=species:S:1:pos:R:3
C 0.38773 -0.62790 1.61494
C 0.81828 0.83187 2.07120
O 0.71057 1.80164 1.01338
N 1.40915 -1.63228 2.07897
C 2.47887 -1.88947 1.11280
O 3.19633 -2.87303 1.25762
O 2.50470 -1.00321 0.23262
H 0.17509 -0.57583 0.49902
H -0.56969 -0.86320 2.14651
H 0.48129 1.19838 3.06844
H 1.99864 0.62318 2.18651
H 0.23691 1.52928 0.22794
H 1.09798 -2.32802 2.74218
H -1.94389 1.11097 3.43022
H -2.10883 1.47454 2.05042
O -2.56087 0.93897 2.71610
H -3.57464 -0.70470 -0.96876
H -3.74083 -0.41020 -2.45980
O -4.04684 -0.11373 -1.59856
H -0.19152 -2.76416 -1.07550
H 0.46224 -2.93239 0.24004
O -0.41896 -2.92192 -0.14695
H -1.98606 -2.04357 0.02200
H -2.72072 -0.84352 0.96569
O -2.75722 -1.51424 0.26765
H -2.72984 3.13098 -0.46855
H -3.49454 3.75834 0.87321
O -2.95170 3.86961 0.09714
H 4.12005 -0.14288 -0.40375
H 4.03704 0.94432 0.59344
O 4.39888 0.78552 -0.28900
H -0.96871 1.51310 -1.80551
H -2.23151 0.66773 -1.48963
O -1.79272 1.51345 -1.31989
H 1.82192 1.49407 -0.51668
H 3.13301 1.29312 -1.27363
O 2.22630 1.68253 -1.38483
H -1.76379 -1.91682 -3.54573
H -1.38730 -0.58247 -4.35270
O -2.05274 -1.08659 -3.89967
H 0.99032 0.75762 -2.27749
H 0.52007 -0.73229 -1.96752
O 0.23500 0.11978 -2.27621
H -0.41829 2.89385 1.72025
H -1.46500 4.06314 1.64437
O -1.20102 3.27572 2.15699
H 2.20124 -2.26690 -2.37499
H 2.00890 -1.94346 -0.98482
O 1.49949 -2.39241 -1.72898
```

Calculated values
Max |F| ... 0.0850 hartree/bohr
Net charge ... -1
HOMO level ... -6.511 eV
2S+1 ... 1